The following is a DFT calculation (ωB97M-V/def2-TZVPD) of a 2-piece molecular cluster, C6H10O overall.

ORCA input file:
```
! wB97M-V def2-TZVPD RIJCOSX def2/J DEFGRID3
* xyz 0 1
O 1.169 -1.374 1.344
C 1.688 -1.673 -0.975
C -1.796 1.031 0.668
C -1.208 0.783 1.840
C 0.156 1.586 -0.780
C 0.777 -1.572 0.215
C -1.092 1.145 -0.623
H -2.878 1.153 0.632
H -0.304 -1.706 0.009
H 1.772 -2.725 -1.274
H -0.143 0.588 1.925
H -1.789 0.737 2.757
H 1.273 -1.115 -1.819
H 2.678 -1.295 -0.716
H 0.751 1.923 0.065
H 0.614 1.646 -1.761
H -1.668 0.868 -1.507
*
```

As for the LUMO energy: 0.95 eV. The HOMO-LUMO gap comes out at 0.3694 hartree. For the total energy, the calculation gives -309.7900 Ha. Its energy relative to the best compared isomer or geometry (same formula, charge and spin) is 1.425 eV. Its SMILES is C=CC=C.CC=O. The calculation puts the HOMO energy at -9.098 eV.

=====

The following is a DFT calculation (ωB97M-V/def2-TZVPD) of a 2-piece molecular cluster, C19H22NO2 overall at a distorted geometry.

ORCA input file:
```
! wB97M-V def2-TZVPD RIJCOSX def2/J DEFGRID3
* xyz 1 1
O -0.147 -3.319 -4.361
O -1.499 0.340 5.115
N -0.598 1.846 -0.521
C -1.831 -0.401 2.800
C -0.376 0.882 5.887
C 0.844 0.493 2.372
C 1.186 -0.717 -2.239
C 0.300 0.529 3.644
C 0.797 1.122 4.914
C 0.046 0.023 1.292
C -1.258 -0.465 1.551
C -0.450 -2.007 -0.949
C 1.636 -1.691 -4.641
C -1.033 0.100 3.851
C -0.617 2.985 0.410
C 0.387 -0.848 -1.054
C -0.454 2.312 -1.901
C 0.839 -2.821 -5.323
C 1.043 -1.624 -3.276
C 0.539 0.164 -0.059
C -0.698 -2.817 -2.020
C 0.038 -2.632 -3.194
H -1.239 3.095 -2.022
H 1.709 0.652 5.282
H 0.397 3.418 0.575
H -0.651 1.479 -2.592
H -1.837 -0.918 0.732
H 0.993 2.195 4.816
H -1.501 1.351 -0.442
H 1.977 0.035 -2.300
H 0.565 2.712 -2.109
H -0.107 0.132 6.641
H -0.726 1.796 6.380
H 1.521 -0.758 -5.197
H 1.482 -3.669 -5.590
H 1.886 0.808 2.229
H -2.857 -0.695 2.992
H 2.699 -1.945 -4.621
H -0.855 -2.306 0.018
H -1.327 3.726 -0.040
H -1.007 2.665 1.397
H 0.292 -2.481 -6.212
H 1.349 0.877 -0.229
H -1.457 -3.621 -2.004
*
```

As for the LUMO energy: -3.89 eV. The HOMO-LUMO gap comes out at 0.2685 hartree. For the total energy, the calculation gives -942.1610 Ha. Its energy relative to the best compared isomer or geometry (same formula, charge and spin) is 0.646 eV. The calculation puts the HOMO energy at -11.199 eV.